Record 1
A molecular structure, C53H51AsN7OPdS3 in a non-equilibrium geometry. Source: the OMol25 dataset; level of theory: wB97M-V/def2-TZVPD.

E_LUMO, eV: -8.00
E, a.u.: -6065.938222
Net charge: +3
Molecular weight, u: 1079.6
Gap between HOMO and LUMO, hartree: 0.2257
Maximum force, eV/A: 1.94
HOMO level, eV: -14.144
Energy above the lowest of the compared OMol25 structures with the same formula, charge and spin, kcal per mole: 65.01

Each line ends with the Mulliken charge.
Cartesian coordinates (Å):
Pd  -0.7147  2.8213  -1.7095  0.2119
C  -4.6075  2.5568  -4.2375  -1.5129
C  -3.5770  2.4071  -3.1669  0.1283
N  -2.5006  3.0943  -3.0986  0.6771
N  -2.3073  4.1435  -3.9718  -0.8845
C  -1.3348  4.8907  -3.5477  0.2443
O  -0.6628  4.6546  -2.4255  -1.1263
C  -0.9417  6.1037  -4.2904  0.9664
C  0.0954  6.9141  -3.8322  -0.1631
C  0.4763  8.0333  -4.5537  -0.8454
C  -0.1819  8.3525  -5.7337  -0.4111
C  -1.2283  7.5581  -6.1841  -0.7144
C  -1.6114  6.4377  -5.4678  -0.4693
C  -3.8412  1.4928  -2.0046  0.8498
C  -4.9822  0.6968  -1.9764  -0.1464
C  -5.2816  -0.0220  -0.8295  -0.9930
C  -4.4232  0.0583  0.2530  -0.8613
C  -3.2856  0.8424  0.1245  -1.0464
N  -2.9969  1.5444  -0.9640  -0.1953
H  -4.2961  3.3118  -4.9506  0.3169
H  -4.7482  1.6086  -4.7605  0.3648
H  -5.5688  2.8476  -3.8115  0.4030
H  0.5892  6.6762  -2.9002  0.4166
H  1.2835  8.6597  -4.1978  0.4208
H  0.1145  9.2266  -6.2983  0.4138
H  -1.7446  7.8117  -7.1000  0.4208
H  -2.4252  5.8160  -5.8131  0.4735
H  -5.6392  0.6578  -2.8332  0.4526
H  -6.1805  -0.6227  -0.7808  0.5964
H  -4.6253  -0.4652  1.1782  0.5449
H  -2.5850  0.9247  0.9505  1.1871
N  -0.2126  1.3620  -0.0187  0.3570
S  2.2960  -0.6950  1.0882  1.3771
N  1.8825  -1.7228  2.3149  -0.4510
S  0.9091  -2.8984  1.9596  1.0890
N  -0.1553  -2.6625  0.8706  0.0301
S  -1.5200  -1.7322  0.9781  0.6254
N  -0.3092  0.7444  -0.9268  -0.1764
C  -2.1016  -1.4920  2.6378  0.6958
C  -1.4074  -0.5445  3.3798  -0.1308
C  -1.8097  -0.3008  4.6814  -0.6588
C  -2.9085  -0.9728  5.2094  -0.8125
C  -3.6142  -1.8878  4.4392  -0.9168
C  -3.2077  -2.1617  3.1408  -0.3118
C  -2.7383  -2.6014  0.0638  -0.0645
C  -3.0487  -3.9353  0.3020  0.0416
C  -4.0810  -4.5150  -0.4112  -0.8702
C  -4.8010  -3.7504  -1.3278  -0.9935
C  -4.4906  -2.4146  -1.5382  -0.8660
C  -3.4541  -1.8213  -0.8322  0.1328
C  0.2628  -3.3810  3.5220  0.5112
C  0.6149  -2.7183  4.6884  -0.0522
C  0.1147  -3.2016  5.8888  -0.7850
C  -0.7058  -4.3218  5.9051  -0.6308
C  -1.0404  -4.9767  4.7228  -0.9226
C  -0.5518  -4.5100  3.5166  -0.8805
C  1.8008  -4.2991  1.3537  0.5453
C  2.6869  -4.9022  2.2411  -0.8661
C  3.4618  -5.9543  1.7845  -0.7357
C  3.3491  -6.3787  0.4644  -0.6375
C  2.4608  -5.7596  -0.4052  -0.7748
C  1.6711  -4.7068  0.0339  -0.2939
C  3.4615  -1.5665  0.0798  0.4172
C  3.2523  -1.4787  -1.2916  -0.3808
C  4.0758  -2.1963  -2.1470  -1.0184
C  5.0782  -3.0003  -1.6233  -0.6787
C  5.2606  -3.1004  -0.2464  -1.2337
C  4.4474  -2.3891  0.6176  -0.0630
C  3.1779  0.5481  1.9863  0.6089
C  4.4647  0.3758  2.4807  -0.2910
C  5.0431  1.4090  3.1990  -0.8428
C  4.3416  2.5889  3.4240  -0.7332
C  3.0608  2.7539  2.9147  -0.9854
C  2.4738  1.7328  2.1824  -0.1378
H  -0.5797  0.0047  2.9441  0.3923
H  -1.2749  0.4221  5.2833  0.5358
H  -3.2242  -0.7689  6.2240  0.4753
H  -4.4814  -2.3891  4.8480  0.5354
H  -3.7443  -2.8774  2.5315  0.5604
H  -2.4848  -4.5085  1.0282  0.3537
H  -4.3377  -5.5527  -0.2488  0.4994
H  -5.6111  -4.2056  -1.8823  0.4440
H  -5.0503  -1.8333  -2.2585  0.5983
H  -3.1879  -0.7828  -0.9935  0.3892
H  1.2648  -1.8555  4.6543  0.5691
H  0.3767  -2.7072  6.8146  0.5235
H  -1.0804  -4.6974  6.8483  0.4731
H  -1.6696  -5.8562  4.7463  0.5115
H  -0.7889  -5.0177  2.5887  0.3536
H  2.7670  -4.5643  3.2676  0.5008
H  4.1524  -6.4438  2.4579  0.4809
H  3.9585  -7.2012  0.1134  0.4701
H  2.3783  -6.0973  -1.4297  0.5189
H  0.9700  -4.2198  -0.6288  0.4858
H  2.4474  -0.8677  -1.6834  0.6752
H  3.9327  -2.1319  -3.2172  0.4977
H  5.7203  -3.5604  -2.2904  0.4617
H  6.0383  -3.7380  0.1531  0.5044
H  4.5618  -2.4954  1.6881  0.5185
H  5.0224  -0.5310  2.3035  0.3998
H  6.0475  1.2939  3.5836  0.4829
H  4.8004  3.3843  3.9961  0.4485
H  2.5189  3.6743  3.0876  0.5178
H  1.4795  1.8582  1.7722  0.5942
C  3.2267  2.3603  -1.6676  -1.0607
As  1.6194  3.3810  -2.0440  1.2965
C  1.8748  3.8287  -3.9082  -1.2337
C  1.9806  4.9718  -1.0081  -1.2083
H  4.0356  3.0297  -1.9622  0.5580
H  3.2815  1.4475  -2.2574  0.3877
H  3.3162  2.1275  -0.6074  0.1898
H  2.3946  4.7838  -3.9636  0.3938
H  0.9296  3.9033  -4.4364  0.3052
H  2.4799  3.0497  -4.3691  0.4628
H  2.4106  4.6701  -0.0537  0.4021
H  1.0659  5.5329  -0.8460  0.3937
H  2.7051  5.5818  -1.5475  0.3862

Record 2
A molecular structure, C53H52AsN3O3Os in a non-equilibrium geometry. Source: the OMol25 dataset; level of theory: wB97M-V/def2-TZVPD.

E_LUMO (spin up / spin down), eV: -2.18 / -2.51
E, a.u.: -4766.913858
Molecular weight, u: 1044.2
Gap between HOMO and LUMO (spin up / spin down), hartree: 0.1322 / 0.2036
<S²>: 6.2433
Maximum force, eV/A: 4.91
HOMO level (spin up / spin down), eV: -5.777 / -8.053
Energy above the lowest of the compared OMol25 structures with the same formula, charge and spin, kcal per mole: 92.64
Spin multiplicity: 5

Each line ends with the Mulliken charge.
Cartesian coordinates (Å):
Os  0.9159  -1.1055  0.2998  0.6290
C  3.1102  -1.5944  -2.8121  -1.0378
C  4.3990  -1.7788  -2.0521  0.6088
C  5.0664  -0.4459  -1.7445  -1.3109
C  4.2982  -2.7681  -0.8636  0.2478
C  4.8940  -3.9690  -0.9731  -0.7603
C  4.9454  -4.8455  0.1176  -1.5141
C  4.5088  -4.3877  1.3177  -0.7761
C  3.8077  -3.1579  1.5199  0.4067
C  3.3333  -2.8199  2.9012  0.9862
C  2.4156  -3.9201  3.4203  -1.4113
C  2.8670  -1.4396  3.2874  -1.5016
C  3.6228  -2.3933  0.3515  0.3285
O  2.9758  -1.2150  0.3428  -0.1231
H  3.3430  -1.5624  -3.9005  0.4620
H  2.5419  -0.6848  -2.5306  -0.1971
H  2.4601  -2.4830  -2.6209  0.2674
H  5.1334  -2.4134  -2.6686  0.4822
H  4.7076  0.0056  -0.7896  0.0734
H  4.9903  0.4407  -2.4269  0.3503
H  6.1773  -0.5395  -1.6400  0.3499
H  5.3749  -4.3329  -1.8648  0.3939
H  5.4627  -5.7863  0.0043  0.4342
H  4.7296  -5.0534  2.2264  0.2708
H  4.2832  -2.9554  3.4940  0.3962
H  1.4156  -3.9974  2.9622  0.1164
H  2.2823  -3.8169  4.4756  0.4794
H  2.9845  -4.8320  3.2392  0.4635
H  1.8146  -1.1755  3.0401  -0.0704
H  3.5042  -0.7357  2.7963  0.3797
H  3.0463  -1.3754  4.3662  0.5501
C  0.6906  6.7639  -4.3341  -1.5563
C  0.4096  5.6556  -3.3415  0.3403
C  0.6797  4.3157  -3.4766  -0.7950
C  0.3209  3.3946  -2.5042  1.2546
C  0.9730  2.0159  -2.7065  -1.0020
C  -0.4154  3.7156  -1.3577  0.2616
As  -0.8237  2.3763  0.0568  1.2473
N  1.1259  0.6966  0.2104  0.1713
C  1.9211  1.5184  1.0572  1.2044
C  1.7293  1.5656  2.4709  -0.6552
C  2.4640  2.4406  3.2147  -1.1118
C  3.3542  3.3637  2.6446  -0.5664
C  3.5313  3.3714  1.2556  -0.9792
C  2.7570  2.4946  0.4490  -0.0494
C  -2.7896  2.9561  0.2718  0.7524
C  -3.2802  3.1196  1.5807  0.4639
C  -2.2449  3.4886  2.6789  -1.6295
C  -4.6619  3.0547  1.8033  -0.9647
C  -5.5655  2.9363  0.7793  0.8983
C  -7.0237  3.1010  1.0150  -1.6943
C  -5.1100  2.8796  -0.5571  -0.9340
C  -3.6966  2.7754  -0.8556  0.9247
C  -3.2753  2.7199  -2.3049  -1.2931
C  -0.6050  5.0857  -1.0817  0.1006
C  -1.0822  5.6088  0.2757  -1.1799
C  -0.2383  5.9780  -2.1205  -0.8323
H  -0.2253  7.3306  -4.5627  0.3586
H  0.9962  6.3534  -5.3120  0.3874
H  1.4478  7.4971  -4.0844  0.3140
H  1.2058  4.0055  -4.3859  0.3191
H  0.3512  1.1318  -2.6696  0.0504
H  1.7599  1.8271  -2.0065  -0.0949
H  1.3732  1.9923  -3.7246  0.5418
H  1.0434  0.8832  2.9225  0.9148
H  2.4030  2.4002  4.3311  0.3724
H  3.8835  4.0632  3.3281  0.3547
H  4.0990  4.1410  0.7304  0.4267
H  2.8164  2.5980  -0.6372  0.2891
H  -1.4091  2.8856  2.6288  0.2979
H  -2.6369  3.3897  3.6755  0.4876
H  -1.9040  4.5138  2.5958  0.3013
H  -5.0193  3.3060  2.7932  0.4044
H  -7.4234  3.9386  0.4815  0.3533
H  -7.3665  3.1151  2.0603  0.3934
H  -7.6313  2.2571  0.6139  0.3247
H  -5.7509  2.7109  -1.4773  0.2420
H  -4.1521  2.4843  -2.9584  0.4663
H  -2.5159  1.9491  -2.5693  -0.0688
H  -2.7897  3.6724  -2.6411  0.2587
H  -0.5619  5.1661  1.1693  0.0559
H  -2.1663  5.5011  0.3686  0.2415
H  -0.8726  6.6707  0.4113  0.4663
H  -0.3126  7.0904  -1.9323  0.3257
O  -1.7572  -2.1419  2.3589  -0.7567
C  -2.0107  -1.7138  1.2158  -0.3603
N  -1.0170  -0.9754  0.4261  0.6422
C  -1.6826  -0.2148  -0.4547  -0.5732
O  -1.2586  0.7411  -1.1720  -0.7587
C  -3.0336  -0.8112  -0.5533  1.0312
C  -4.0306  -0.5787  -1.5814  -0.1626
C  -5.2440  -1.2415  -1.3772  -0.7463
C  -5.5549  -1.9220  -0.1946  -0.6928
C  -4.5638  -2.1637  0.7353  -0.6093
C  -3.2312  -1.6541  0.4698  0.4083
H  -3.7903  0.0416  -2.4614  0.4222
H  -5.9958  -1.2431  -2.1843  0.3896
H  -6.5334  -2.4793  -0.1883  0.3335
H  -4.7075  -2.7483  1.6374  0.5132
N  -2.4540  -10.1938  0.0863  -0.5284
C  -1.9155  -9.1509  0.2188  0.0011
C  -1.1635  -7.9536  0.3660  0.6800
C  -1.8797  -6.9157  0.9893  -0.9735
C  -1.2807  -5.6721  0.9658  -0.3322
C  0.0356  -5.4816  0.5510  -0.0254
C  0.7834  -6.5931  0.0938  -0.5103
C  0.1797  -7.7915  -0.0239  -0.7597
C  0.3530  -4.1348  0.3602  1.2969
C  0.6448  -3.0084  -0.0387  -0.9831
H  -2.8411  -7.1561  1.3502  0.5098
H  -1.8331  -4.8203  1.3238  0.4020
H  1.8443  -6.5213  -0.0827  0.5352
H  0.7405  -8.6302  -0.3841  0.4737